## w
A molecular structure, C26H25BN11O6V, computed with ωB97M-V/def2-TZVPD.

XYZ file:
```
70
C26H25BN11O6V | the Open Molecules 2025 dataset | ωB97M-V/def2-TZVPD
V 0.242 0.755 -0.188
C 3.378 2.263 0.707
C 2.177 2.409 1.570
C 2.045 3.001 2.818
C 0.719 2.830 3.201
C 0.040 3.259 4.456
N 0.082 2.179 2.218
N 0.974 1.927 1.210
B -1.378 1.681 2.082
N -1.957 2.292 0.795
N -1.316 2.013 -0.376
C -2.042 2.545 -1.379
C -1.658 2.403 -2.811
C -3.143 3.188 -0.832
C -3.065 3.000 0.543
C -3.986 3.464 1.616
N -1.370 0.123 1.853
N -1.135 -0.423 0.607
C -1.382 -1.745 0.672
C -1.254 -2.626 -0.521
C -1.775 -2.053 1.963
C -1.747 -0.861 2.682
C -2.089 -0.623 4.110
H 4.178 2.902 1.072
H 3.165 2.524 -0.329
H 3.730 1.230 0.718
H 2.819 3.493 3.380
H 0.761 3.733 5.117
H -0.398 2.408 4.978
H -0.757 3.972 4.247
H -2.013 1.957 3.047
H -0.601 2.613 -2.962
H -2.241 3.090 -3.420
H -1.861 1.391 -3.167
H -3.906 3.728 -1.365
H -4.813 4.016 1.178
H -3.470 4.116 2.320
H -4.393 2.621 2.175
H -1.750 -2.182 -1.385
H -1.718 -3.589 -0.322
H -0.210 -2.811 -0.778
H -2.056 -3.022 2.339
H -2.262 -1.574 4.607
H -2.990 -0.015 4.201
H -1.278 -0.108 4.626
O 3.077 0.876 -2.346
C 2.035 0.311 -2.388
O 0.904 0.880 -1.800
C 1.770 -1.006 -3.017
C 2.863 -1.818 -3.311
C 2.629 -3.057 -3.865
C 1.361 -3.520 -4.159
C 0.306 -2.680 -3.862
C 0.480 -1.436 -3.291
N -1.073 -3.136 -4.134
O -1.210 -4.196 -4.694
O -1.976 -2.413 -3.754
N 3.783 -3.948 -4.128
O 4.869 -3.550 -3.770
O 3.551 -4.991 -4.690
H 3.873 -1.497 -3.099
H 1.207 -4.500 -4.586
H -0.384 -0.822 -3.085
N 1.566 -0.620 0.315
C 1.803 -1.730 0.624
C 2.029 -3.014 0.981
C 2.015 -3.364 2.360
N 1.950 -3.621 3.479
C 2.127 -3.963 -0.076
N 2.141 -4.683 -0.974
```

Calculated values
charge	+1
multiplicity	2
Kohn-Sham gap (spin up / spin down)	0.211 / 0.245	Eh
LUMO level (spin up / spin down)	-5.99 / -5.18	eV

Charges in e, computed with Löwdin, in the same order as the atoms: 1.128, 0.001, -0.273, 0.060, -0.228, 0.008, 0.052, -0.020, -0.460, 0.042, -0.020, -0.270, -0.001, 0.057, -0.227, 0.006, 0.060, -0.028, -0.279, 0.015, 0.066, -0.226, 0.011, 0.094, 0.079, 0.089, 0.129, 0.094, 0.085, 0.095, 0.126, 0.081, 0.094, 0.088, 0.128, 0.092, 0.094, 0.093, 0.074, 0.106, 0.059, 0.134, 0.096, 0.096, 0.090, 0.182, -0.456, -0.180, -0.106, 0.097, -0.106, 0.106, -0.102, 0.058, -0.335, 0.130, 0.066, -0.342, 0.105, 0.115, 0.145, 0.145, 0.119, 0.125, -0.109, -0.229, -0.197, 0.173, -0.191, 0.198


## x
A molecular structure, C26H25BN11O6V, computed with ωB97M-V/def2-TZVPD.

XYZ file:
```
70
C26H25BN11O6V | the Open Molecules 2025 dataset | ωB97M-V/def2-TZVPD
V 0.259 0.678 -0.082
C 3.205 2.756 0.425
C 2.080 2.729 1.396
C 1.972 3.359 2.628
C 0.746 2.984 3.156
C 0.123 3.362 4.455
N 0.147 2.158 2.283
N 0.967 2.017 1.188
B -1.321 1.651 2.194
N -1.919 2.251 0.893
N -1.315 1.923 -0.288
C -2.034 2.458 -1.285
C -1.678 2.250 -2.715
C -3.096 3.162 -0.735
C -2.997 3.003 0.640
C -3.871 3.535 1.722
N -1.344 0.088 1.988
N -1.167 -0.447 0.729
C -1.536 -1.733 0.750
C -1.427 -2.596 -0.458
C -1.970 -2.042 2.030
C -1.842 -0.880 2.779
C -2.183 -0.640 4.207
H 3.850 3.604 0.640
H 2.850 2.842 -0.602
H 3.800 1.844 0.492
H 2.699 4.008 3.083
H 0.777 4.050 4.985
H -0.033 2.485 5.083
H -0.841 3.848 4.308
H -1.935 1.957 3.163
H -0.609 2.383 -2.888
H -2.214 2.960 -3.341
H -1.957 1.246 -3.042
H -3.845 3.721 -1.267
H -4.684 4.109 1.288
H -3.311 4.184 2.394
H -4.300 2.727 2.314
H -1.557 -2.022 -1.376
H -2.199 -3.363 -0.440
H -0.461 -3.101 -0.492
H -2.333 -2.992 2.378
H -2.428 -1.585 4.685
H -3.039 0.027 4.300
H -1.345 -0.194 4.740
O 3.274 0.485 -1.880
C 2.229 0.005 -2.136
O 1.029 0.616 -1.597
C 1.927 -1.193 -2.938
C 3.003 -2.007 -3.290
C 2.732 -3.176 -3.968
C 1.455 -3.567 -4.323
C 0.425 -2.717 -3.966
C 0.626 -1.541 -3.276
N -0.965 -3.089 -4.308
O -1.125 -4.081 -4.971
O -1.845 -2.393 -3.840
N 3.861 -4.080 -4.295
O 4.973 -3.634 -4.136
O 3.580 -5.131 -4.815
H 4.019 -1.756 -3.020
H 1.278 -4.498 -4.841
H -0.221 -0.921 -3.028
N 1.435 -0.708 0.715
C 1.692 -1.846 0.828
C 1.957 -3.169 0.942
C 1.587 -3.830 2.149
N 1.232 -4.342 3.114
C 2.423 -3.845 -0.218
N 2.738 -4.345 -1.205
```

Calculated values
charge	+1
multiplicity	2
Kohn-Sham gap (spin up / spin down)	0.214 / 0.238	Eh
LUMO level (spin up / spin down)	-5.71 / -5.09	eV

Charges in e, computed with Löwdin, in the same order as the atoms: 1.110, 0.001, -0.276, 0.056, -0.235, 0.006, 0.053, -0.021, -0.446, 0.047, -0.023, -0.279, -0.001, 0.055, -0.232, 0.006, 0.060, -0.043, -0.282, 0.019, 0.065, -0.231, 0.009, 0.094, 0.080, 0.094, 0.128, 0.093, 0.093, 0.086, 0.124, 0.080, 0.093, 0.089, 0.127, 0.092, 0.092, 0.093, 0.064, 0.104, 0.079, 0.133, 0.096, 0.093, 0.092, 0.198, -0.396, -0.191, -0.107, 0.085, -0.123, 0.114, -0.094, 0.064, -0.338, 0.131, 0.070, -0.345, 0.107, 0.114, 0.146, 0.145, 0.116, 0.127, -0.116, -0.239, -0.205, 0.168, -0.175, 0.207


The structure shown above that is most stable: w.